Entry 1:
The following is a quantum chemistry calculation of C4H5NO in the gas phase at a distorted geometry, from OMol25.

The geometry in ORCA input format:
```
! RIJCOSX wB97M-V def2-TZVPD def2/J DEFGRID3
* xyz 0 1
C -2.060 -1.155 -0.458
C -0.977 -0.722 -0.173
C 1.422 -0.779 0.200
C 0.259 1.342 0.104
N 0.322 -0.129 -0.075
O 2.488 -0.206 0.336
H -3.091 -1.421 -0.682
H 1.195 -1.956 0.298
H -0.196 1.465 1.113
H 1.098 1.839 -0.115
H -0.458 1.720 -0.548
*
```

Values from the calculation:
- lowest unoccupied orbital energy (eV) = 0.83

Entry 2:
The following is a quantum chemistry calculation of C20H14BrIrN3O4Te as an isolated structure, from OMol25.

The geometry in ORCA input format:
```
! RIJCOSX wB97M-V def2-TZVPD def2/J DEFGRID3
* xyz 0 2
Ir -0.264 -0.236 0.396
O -4.837 -0.323 0.655
C -5.001 0.876 0.075
C -6.314 1.336 -0.057
C -6.571 2.560 -0.634
C -5.528 3.362 -1.097
C -4.232 2.913 -0.979
C -3.941 1.670 -0.401
C -2.544 1.225 -0.308
O -2.297 0.137 0.373
N -1.612 1.950 -0.909
N -0.395 1.372 -0.704
C 0.716 1.873 -1.158
C 1.904 1.096 -0.853
C 3.176 1.426 -1.299
C 4.242 0.604 -0.987
C 4.015 -0.535 -0.232
C 2.729 -0.807 0.199
N 1.697 -0.017 -0.095
H -3.875 -0.491 0.730
H -7.111 0.704 0.311
H -7.595 2.900 -0.725
H -5.733 4.325 -1.544
H -3.405 3.511 -1.336
H 0.723 2.791 -1.733
H 3.307 2.322 -1.890
H 5.240 0.847 -1.328
H 4.821 -1.202 0.039
H 2.502 -1.666 0.817
Te 0.066 -1.278 2.730
Br 0.956 -8.489 1.833
C 0.685 -7.069 0.610
C 0.617 -7.346 -0.747
C 0.416 -6.303 -1.641
C 0.283 -5.003 -1.181
C 0.359 -4.744 0.182
C 0.561 -5.778 1.089
C 0.209 -3.339 0.665
O 0.486 -3.156 1.899
O -0.096 -2.451 -0.155
H 0.718 -8.363 -1.097
H 0.360 -6.513 -2.701
H 0.114 -4.182 -1.864
H 0.619 -5.568 2.146
*
```

Values from the calculation:
- lowest unoccupied orbital energy (spin up / spin down) (eV) = -0.86 / -1.61

Entry 3:
The following is a quantum chemistry calculation of a 10-piece molecular cluster, C10H40N20O10 overall at a distorted geometry, from OMol25.

The geometry in ORCA input format:
```
! RIJCOSX wB97M-V def2-TZVPD def2/J DEFGRID3
* xyz 0 1
C -15.733 5.175 -19.807
O -15.058 4.926 -20.799
N -15.734 6.335 -19.212
N -16.362 4.245 -19.095
H -16.128 6.310 -18.282
H -15.341 7.176 -19.609
H -16.507 3.462 -19.716
H -16.654 4.281 -18.129
C -16.716 -1.759 -20.939
O -17.898 -1.763 -20.541
N -15.666 -2.505 -20.649
N -16.296 -0.948 -21.826
H -15.984 -3.180 -19.968
H -14.823 -2.453 -21.203
H -15.297 -0.886 -21.961
H -17.013 -0.658 -22.476
C -9.272 0.512 -21.182
O -10.113 -0.108 -21.837
N -9.422 1.657 -20.439
N -8.111 -0.009 -20.942
H -10.294 2.166 -20.421
H -8.642 2.085 -19.961
H -7.577 0.554 -20.296
H -8.039 -1.016 -20.944
C -25.169 -0.623 -20.537
O -24.573 0.477 -20.429
N -26.484 -0.682 -20.577
N -24.542 -1.745 -20.542
H -27.102 0.113 -20.660
H -26.865 -1.557 -20.246
H -23.540 -1.668 -20.646
H -25.207 -2.493 -20.673
C -24.460 -2.884 -14.190
O -24.883 -3.419 -13.208
N -24.945 -1.843 -14.720
N -23.369 -3.249 -14.785
H -24.338 -1.461 -15.432
H -25.766 -1.309 -14.472
H -23.426 -3.107 -15.783
H -22.916 -3.999 -14.282
C -10.379 -6.043 -17.369
O -11.572 -6.248 -17.392
N -9.453 -6.853 -17.706
N -9.898 -4.944 -16.864
H -8.513 -6.485 -17.680
H -9.715 -7.672 -18.236
H -10.536 -4.281 -16.449
H -8.952 -4.689 -17.110
C -21.143 5.906 -24.367
O -20.084 6.007 -24.884
N -21.949 4.832 -24.417
N -21.637 6.921 -23.734
H -22.755 4.773 -23.811
H -21.579 3.950 -24.740
H -21.232 7.833 -23.582
H -22.634 6.914 -23.575
C -11.625 4.881 -27.041
O -11.098 5.141 -28.112
N -12.341 5.601 -26.282
N -11.261 3.817 -26.388
H -12.892 6.400 -26.561
H -12.623 5.145 -25.426
H -11.671 3.466 -25.534
H -10.418 3.466 -26.819
C -15.081 -11.359 -15.508
O -15.911 -12.258 -15.334
N -15.412 -10.161 -15.410
N -13.800 -11.443 -15.877
H -14.837 -9.420 -15.787
H -16.383 -9.964 -15.218
H -13.358 -12.323 -16.101
H -13.361 -10.549 -16.044
C -21.320 -2.252 -27.164
O -20.430 -1.494 -26.781
N -21.686 -2.219 -28.412
N -21.868 -3.122 -26.406
H -21.060 -1.609 -28.918
H -22.153 -3.001 -28.848
H -21.417 -3.291 -25.518
H -22.645 -3.724 -26.638
*
```

Values from the calculation:
- lowest unoccupied orbital energy (eV) = 0.07

Entry 4:
The following is a quantum chemistry calculation of C5H6O2 in the gas phase, from OMol25.

The geometry in ORCA input format:
```
! RIJCOSX wB97M-V def2-TZVPD def2/J DEFGRID3
* xyz 0 1
O -0.745 2.181 -1.086
C -0.921 1.310 -0.273
C -0.224 -0.003 -0.163
C 1.041 0.189 0.677
C 1.133 -0.378 -0.691
C -1.106 -1.152 0.189
O -0.751 -2.307 0.180
H -1.592 1.462 0.604
H 1.122 -0.407 1.578
H 1.343 1.230 0.774
H 1.261 -1.455 -0.771
H 1.592 0.218 -1.471
H -2.151 -0.887 0.452
*
```

Values from the calculation:
- lowest unoccupied orbital energy (eV) = 0.61

Calculated calculated total energy (Ha), listed in the same order as above: -285.3090 -4182.1570 -2252.6748 -344.5443